Formula: C23H24ClCuNO7S2
Source: the Open Molecules 2025 dataset
Level of theory: ωB97M-V/def2-TZVPD

Output
Energy above the lowest of the compared OMol25 structures with the same formula, charge and spin (eV): 0.646
Spin multiplicity: 2
Total charge: -2
Frontier orbital gap (spin up / spin down) (eV): 6.02 / 5.94
<S²>: 0.760
HOMO level (spin up / spin down) (eV): -1.8 / -1.8

Each line ends with the Mulliken charge.
CARTESIAN COORDINATES (ANGSTROEM)
Cu (-2.97943, 0.41738, -0.23088)  0.070
O (5.55941, -0.16736, -7.48512)  -0.509
C (5.45426, 0.43529, -6.25720)  0.659
O (6.44232, 0.96678, -5.80833)  -0.635
C (4.14077, 0.37065, -5.60137)  0.806
C (3.98746, 0.95487, -4.33605)  -0.418
C (2.78375, 0.93380, -3.67273)  -0.512
C (1.61653, 0.32582, -4.21454)  -0.016
S (0.11210, 0.29663, -3.40349)  -0.382
C (1.79667, -0.25832, -5.49995)  -1.013
C (3.00211, -0.23446, -6.15798)  -0.507
H (4.70437, -0.55373, -7.70571)  0.275
H (4.84963, 1.43153, -3.88555)  0.390
H (2.69618, 1.40595, -2.70113)  0.520
H (0.93801, -0.73500, -5.95615)  0.341
H (3.02472, -0.71006, -7.13762)  0.109
O (-6.63677, 0.51750, -1.66474)  -0.666
Cl (-5.65406, 1.44330, -1.17154)  1.738
O (-5.67304, 1.48061, 0.27163)  -0.658
O (-5.86753, 2.75566, -1.71665)  -0.655
O (-4.30875, 0.97329, -1.61989)  -0.471
O (-2.09060, -1.25208, 0.61164)  -0.921
S (-1.48313, -0.59266, 1.85008)  1.242
C (-1.20772, -2.39280, 2.66054)  -0.177
C (-0.94771, -3.52632, 1.89943)  -0.468
C (-0.80670, -4.75836, 2.52079)  -0.666
C (-0.93467, -4.87253, 3.90332)  -0.295
C (-1.20337, -3.74379, 4.66155)  -0.752
C (-1.34170, -2.50803, 4.03265)  0.105
C (0.27333, -0.48218, 1.54255)  0.725
C (1.19433, -0.43954, 2.57938)  -0.523
C (2.54495, -0.32842, 2.28030)  -0.530
C (2.96382, -0.27402, 0.95545)  -0.470
C (2.03056, -0.32048, -0.07242)  -0.497
C (0.67703, -0.41887, 0.21897)  -0.622
H (-0.85636, -3.43237, 0.82483)  0.451
H (-0.59975, -5.63937, 1.92311)  0.348
H (-0.83414, -5.84037, 4.38077)  0.351
H (-1.31065, -3.82449, 5.73783)  0.363
H (-1.56172, -1.62144, 4.62273)  0.331
H (0.85904, -0.49854, 3.60879)  0.338
H (3.27248, -0.28970, 3.08307)  0.362
H (4.01929, -0.19646, 0.72293)  0.399
H (2.33705, -0.27465, -1.11027)  0.497
H (-0.04496, -0.42999, -0.58720)  0.240
C (-2.69497, 3.23552, 1.49175)  -1.975
C (-1.79544, 2.19040, 2.15239)  1.701
C (-0.35620, 2.72637, 2.17164)  -1.578
C (-2.26841, 1.96436, 3.59349)  -1.587
N (-1.93177, 0.97978, 1.35150)  -0.151
H (-2.72023, 4.14932, 2.09555)  0.409
H (-3.71036, 2.85526, 1.37366)  0.329
H (-2.31653, 3.48766, 0.49940)  0.377
H (-0.30781, 3.67849, 2.71019)  0.453
H (-0.00439, 2.88503, 1.15056)  0.326
H (0.32893, 2.02836, 2.65260)  0.316
H (-2.26146, 2.91052, 4.14391)  0.467
H (-1.61730, 1.25809, 4.11500)  0.278
H (-3.28145, 1.55818, 3.60250)  0.335

Formula: C23H24ClFN2O
Source: the Open Molecules 2025 dataset
Level of theory: ωB97M-V/def2-TZVPD

Output
SMILES: OC[C@]1(Cc2cccc(Cl)c2)CCCN(Cc2ccc3cc(F)ccc3n2)C1
Energy above the lowest of the compared OMol25 structures with the same formula, charge and spin (eV): 0.000
Total charge: 0
Frontier orbital gap (eV): 9.00
HOMO level (eV): -8.8

Each line ends with the Mulliken charge.
CARTESIAN COORDINATES (ANGSTROEM)
O (-2.04911, -3.64355, -0.52930)  -0.583
H (-1.96684, -3.43427, -1.46585)  0.401
C (-1.36692, -2.66197, 0.20982)  -1.446
C (-1.99308, -1.25279, 0.11599)  2.704
C (-1.10190, -0.27962, 0.89769)  -2.201
N (0.21878, -0.20599, 0.30017)  0.634
C (1.16133, 0.52716, 1.12622)  -0.964
C (2.57001, 0.29391, 0.65585)  0.425
N (3.35267, 1.33298, 0.54686)  -0.524
C (4.62771, 1.15642, 0.14616)  -0.092
C (5.46330, 2.28825, 0.03869)  -0.411
C (6.76217, 2.15509, -0.36388)  -0.543
C (7.25707, 0.87966, -0.67028)  0.203
C (6.48962, -0.24710, -0.58465)  -0.720
C (5.14980, -0.12774, -0.17177)  1.101
C (4.27603, -1.23124, -0.05167)  -0.871
C (2.99254, -1.02348, 0.36287)  -0.135
H (2.28566, -1.83049, 0.46942)  0.378
H (4.63946, -2.22211, -0.28642)  0.423
H (6.90259, -1.21418, -0.82802)  0.453
F (8.54399, 0.77644, -1.06433)  -0.333
H (7.42054, 3.00500, -0.45275)  0.434
H (5.04573, 3.25157, 0.28368)  0.475
H (0.96546, 1.61182, 1.14172)  0.179
H (1.07865, 0.15100, 2.15141)  0.396
C (0.13858, 0.35443, -1.03712)  -0.715
C (-0.68363, -0.56200, -1.93521)  -0.807
C (-2.07305, -0.76600, -1.33723)  -1.497
H (-2.59965, 0.19100, -1.35001)  0.479
H (-2.65280, -1.46508, -1.94455)  0.425
H (-0.77001, -0.11487, -2.92718)  0.470
H (-0.16372, -1.51506, -2.04178)  0.316
H (-0.32013, 1.36036, -1.01769)  0.300
H (1.15317, 0.45394, -1.43040)  0.448
H (-1.58486, 0.71308, 0.92291)  0.412
H (-0.99292, -0.63501, 1.92615)  0.576
C (-3.40321, -1.33922, 0.74632)  -2.006
C (-4.19228, -0.06587, 0.68855)  0.634
C (-5.02352, 0.19934, -0.39372)  -0.546
C (-5.73137, 1.38719, -0.45161)  0.188
C (-5.63519, 2.32902, 0.55893)  -0.554
C (-4.82046, 2.05794, 1.64439)  -0.628
C (-4.10859, 0.87345, 1.71080)  -0.379
H (-3.48756, 0.67082, 2.57081)  0.441
H (-4.74478, 2.77802, 2.44531)  0.383
H (-6.19330, 3.24976, 0.49963)  0.427
Cl (-6.75771, 1.69619, -1.81193)  -0.226
H (-5.12649, -0.52257, -1.18912)  0.436
H (-3.94250, -2.13229, 0.22471)  0.569
H (-3.28689, -1.64177, 1.78908)  0.584
H (-1.40970, -3.00276, 1.24743)  0.497
H (-0.31270, -2.60676, -0.08509)  0.388

Formula: C23H24ClN3O5S
Source: the Open Molecules 2025 dataset
Level of theory: ωB97M-V/def2-TZVPD

Output
SMILES: O=C(N[C@@H](Cc1c[nH]c2ccccc12)C(=O)O)C1CCN(S(=O)(=O)c2ccc(Cl)cc2)CC1
Energy above the lowest of the compared OMol25 structures with the same formula, charge and spin (eV): 0.000
Total charge: 0
Frontier orbital gap (eV): 8.48
HOMO level (eV): -8.0

Each line ends with the Mulliken charge.
CARTESIAN COORDINATES (ANGSTROEM)
O (-1.51184, -1.98248, 0.99871)  -0.708
C (-0.68517, -1.35475, 0.36692)  0.118
N (0.62572, -1.67803, 0.39185)  0.022
H (1.30447, -1.15520, -0.13592)  0.437
C (1.12012, -2.84179, 1.07861)  -0.047
C (2.42133, -2.49651, 1.76863)  0.199
O (3.06097, -1.50055, 1.55242)  -0.567
O (2.81020, -3.44317, 2.62279)  -0.445
H (3.66032, -3.21018, 3.03016)  0.372
H (0.36467, -3.14185, 1.81209)  0.480
C (1.35313, -4.01980, 0.09139)  -1.264
C (0.11166, -4.22401, -0.70763)  0.588
C (-0.96751, -4.99045, -0.37487)  -0.889
N (-1.96488, -4.82078, -1.29107)  0.029
C (-1.56320, -3.91215, -2.22474)  -0.634
C (-2.23049, -3.39055, -3.32593)  -0.955
C (-1.56328, -2.46498, -4.09855)  -0.495
C (-0.25604, -2.07292, -3.79467)  -0.893
C (0.41220, -2.58994, -2.70831)  0.121
C (-0.24381, -3.51592, -1.89655)  1.116
H (1.42641, -2.28657, -2.49138)  0.379
H (0.23281, -1.34888, -4.42987)  0.402
H (-2.05464, -2.03321, -4.95756)  0.397
H (-3.23824, -3.69777, -3.56336)  0.407
H (-2.87511, -5.24527, -1.24383)  0.187
H (-1.09287, -5.65527, 0.45792)  0.438
H (2.18818, -3.77337, -0.56774)  0.401
H (1.60392, -4.91116, 0.66622)  0.495
C (-1.07585, -0.17550, -0.52524)  0.909
C (0.03138, 0.83309, -0.83808)  -1.574
C (0.46461, 1.56787, 0.43241)  -1.065
N (-0.65603, 2.19722, 1.09828)  0.088
S (-1.07614, 3.68123, 0.44735)  1.473
O (-2.32438, 4.07610, 1.02784)  -0.756
O (-0.95310, 3.72253, -0.98568)  -0.697
C (0.23082, 4.69091, 1.14726)  -0.277
C (1.12990, 5.34292, 0.32578)  -0.070
C (2.13031, 6.12018, 0.88492)  -0.743
C (2.20723, 6.22911, 2.26635)  0.421
C (1.30130, 5.57597, 3.09272)  -0.738
C (0.30681, 4.80161, 2.52280)  -0.269
H (-0.41935, 4.28412, 3.12816)  0.420
H (1.37807, 5.67830, 4.16367)  0.416
Cl (3.44810, 7.19496, 2.97065)  -0.205
H (2.84146, 6.63831, 0.26112)  0.418
H (1.02959, 5.23663, -0.74304)  0.505
C (-1.75713, 1.29721, 1.38051)  -1.197
C (-2.24569, 0.57091, 0.12851)  -1.045
H (-3.02436, -0.14023, 0.40402)  0.525
H (-2.65462, 1.30178, -0.57109)  0.451
H (-2.55368, 1.90713, 1.80702)  0.555
H (-1.41680, 0.57297, 2.12692)  0.462
H (1.17906, 2.35850, 0.19196)  0.464
H (0.93204, 0.88024, 1.14493)  0.549
H (0.89061, 0.36768, -1.32323)  0.755
H (-0.37223, 1.57549, -1.52951)  0.519
H (-1.42099, -0.62975, -1.46304)  0.016

Formula: C23H24F4KN5
Source: the Open Molecules 2025 dataset
Level of theory: ωB97M-V/def2-TZVPD

Output
Energy above the lowest of the compared OMol25 structures with the same formula, charge and spin (eV): 0.688
Total charge: 0
Frontier orbital gap (eV): 5.61
HOMO level (eV): -6.3

Each line ends with the Mulliken charge.
CARTESIAN COORDINATES (ANGSTROEM)
K (1.06387, 0.55358, -1.04240)  0.642
C (-1.92554, -0.76897, -2.35038)  -1.042
C (-2.12706, 0.73875, -2.21730)  -0.710
N (-1.39282, 1.36279, -1.10464)  0.805
C (-1.93779, 0.90335, 0.17933)  -0.121
C (-1.18694, 1.41913, 1.40750)  -1.059
C (-1.41216, 2.84033, -1.25004)  -1.409
C (-0.19842, 3.63289, -0.70351)  -0.661
N (1.03990, 2.90591, -0.93980)  -0.415
C (2.23134, 3.44874, -0.63790)  0.309
C (3.40839, 2.64082, -0.75195)  0.079
F (3.24932, 1.33289, -1.16265)  -0.338
C (4.68020, 3.05372, -0.46046)  -0.087
F (5.68791, 2.16789, -0.60788)  -0.332
C (4.94848, 4.33378, -0.01562)  -0.513
C (3.84248, 5.15109, 0.11535)  -0.012
F (4.01367, 6.41617, 0.54807)  -0.325
C (2.55590, 4.75040, -0.17626)  0.797
F (1.56648, 5.66463, -0.01258)  -0.345
H (-2.36737, -1.10458, -3.29079)  0.452
H (-2.40958, -1.33475, -1.55119)  0.275
H (-0.86589, -1.05371, -2.37377)  0.120
H (-3.20688, 0.94370, -2.13848)  0.363
H (-1.78496, 1.21339, -3.13709)  0.437
H (-1.91199, -0.19065, 0.18838)  -0.180
H (-3.00014, 1.18590, 0.26026)  0.225
H (-0.10311, 1.31602, 1.30047)  0.110
H (-1.50412, 0.85705, 2.28685)  0.437
H (-1.39423, 2.47211, 1.59147)  0.261
H (-2.32542, 3.25910, -0.79599)  0.244
H (-1.47319, 3.04315, -2.31964)  0.618
H (-0.34164, 3.85910, 0.36100)  0.345
H (-0.24142, 4.60601, -1.20676)  0.517
H (5.94713, 4.66940, 0.21987)  0.478
C (2.34695, -4.14105, -1.01061)  -0.717
C (2.28498, -2.75968, -1.04215)  -0.405
N (1.18848, -2.07677, -0.68716)  -0.021
C (0.12568, -2.77324, -0.28222)  -0.227
C (0.08273, -4.16023, -0.21130)  0.060
C (1.22519, -4.84372, -0.60233)  -0.276
C (-1.15663, -4.88725, 0.17558)  -0.675
C (-2.08104, -4.54034, 1.06206)  -0.453
C (-2.08802, -3.37728, 1.99385)  0.466
C (-0.97392, -2.95183, 2.69843)  -0.254
C (-1.13842, -1.87648, 3.54903)  -0.229
N (-2.30742, -1.25155, 3.70452)  -0.568
C (-3.31586, -1.74880, 2.99170)  -0.194
N (-3.27335, -2.78479, 2.15045)  -0.567
H (3.25173, -4.65222, -1.31193)  0.385
H (3.14043, -2.17437, -1.36527)  0.433
H (-0.75831, -2.19881, -0.02072)  0.632
H (1.23554, -5.92814, -0.58838)  0.497
H (-1.34033, -5.80081, -0.38201)  0.420
H (-2.97336, -5.15332, 1.13254)  0.399
H (-0.01678, -3.44761, 2.59903)  0.459
H (-0.30414, -1.49818, 4.12959)  0.433
H (-4.27848, -1.26263, 3.10582)  0.436